93
Properties=species:S:1:pos:R:3:forces:R:3 method="wB97M-V/def2-TZVPD" charge=-2 total_energy_ev=-108373.45498 gap_ev=2.77 homo_ev=0.474
C -2.95131 4.87713 2.63732 0.24 -0.48 -0.13
Si -2.02080 4.16929 1.13057 -0.38 0.58 -0.74
C -2.36917 5.37956 -0.25623 0.02 0.01 0.32
C -2.83546 2.51940 0.67605 0.50 -0.33 0.35
C -1.83441 1.39248 0.33423 -0.45 0.18 -0.34
C -2.48012 0.07063 -0.14565 -0.57 1.20 0.39
F -3.87287 0.17235 0.02442 -0.12 0.12 0.11
F -2.34815 -0.06625 -1.48006 0.12 -0.75 0.42
C -2.21704 -1.23136 0.62517 0.27 -0.73 -0.27
C -1.08332 -2.24950 0.29546 0.14 -0.20 0.75
C -0.96019 -2.64585 -1.18588 -0.31 0.57 -0.32
C -0.03357 -1.87102 -2.13217 -0.01 -0.32 -0.33
C 1.21927 -2.65058 -2.58235 -0.78 0.50 -0.36
C 1.69825 -2.01986 -3.87959 0.22 0.35 -0.27
N 3.11248 -2.25123 -4.14225 1.45 -0.22 -0.16
C 3.90788 -3.22697 -3.59716 0.99 -0.37 -0.24
C 5.21235 -3.15717 -4.11508 -1.85 0.95 -0.05
C 5.19237 -2.05040 -5.02241 -1.18 -0.35 0.58
C 3.88529 -1.52514 -5.00955 1.54 -0.52 -0.18
C 0.28579 -2.21121 1.10583 -0.40 -0.16 -2.09
C 0.88648 -3.63442 0.78831 -0.19 -0.82 2.09
C 1.52561 -4.36996 1.96494 1.12 1.47 -2.14
C 2.87812 -3.70780 2.52882 -1.22 -1.43 1.66
O 2.64913 -5.05959 1.71886 -0.64 -0.88 1.03
C 1.44036 -1.25624 0.70880 -0.32 0.23 0.85
P 1.72895 0.48386 1.18907 2.75 0.62 -0.04
O 3.18241 0.62922 1.45926 -0.42 -0.35 0.19
O 1.40086 1.41433 -0.04983 -1.03 -0.99 -0.10
O 0.92422 0.93099 2.48566 -0.80 -0.31 -0.70
S -0.18992 -2.07138 2.82774 0.59 -0.41 1.91
O 0.91366 -1.68440 3.65353 -0.32 0.22 -0.52
O -0.87590 -3.27389 3.23039 -0.11 0.10 -0.74
O -1.24988 -0.87131 2.92274 0.69 -0.30 -0.55
C -2.41765 -0.98019 2.13431 -0.98 0.05 -0.98
P -3.69838 -2.07190 2.89352 0.62 0.33 1.87
O -3.54554 -3.56230 2.31687 -0.48 0.32 -0.42
O -5.08437 -1.46195 2.36508 0.40 -0.35 -0.63
S -3.62640 -2.01250 4.83367 -0.24 -0.27 -0.18
C -0.19314 4.06979 1.55372 0.84 -0.15 0.58
C 0.77598 4.11165 0.51617 0.61 0.11 1.00
C 2.16593 4.07310 0.80806 -1.28 0.25 1.27
C 2.58717 3.99843 2.16150 -0.87 0.01 -0.40
C 1.64232 3.92297 3.20866 -1.16 0.26 -1.20
C 0.24685 3.95979 2.90405 1.49 0.11 -1.04
H -2.70571 4.33691 3.55363 -0.09 0.06 0.13
H -4.02198 4.76851 2.45588 -0.08 0.04 0.02
H -2.72509 5.93478 2.76575 0.05 0.05 0.06
H -2.37816 6.41728 0.08868 0.12 0.06 0.00
H -3.36557 5.13911 -0.63504 -0.05 0.04 -0.06
H -1.68586 5.19792 -1.09260 -0.05 -0.10 -0.06
H -3.44977 2.72977 -0.19691 -0.10 -0.04 -0.03
H -3.46287 2.23970 1.52936 -0.22 -0.11 -0.09
H -1.28791 1.80588 -0.53211 0.19 -0.06 0.02
H -1.20913 1.24262 1.21423 0.29 -0.24 -0.13
H -3.11386 -1.80733 0.36987 0.12 -0.02 -0.36
H -1.51421 -3.15942 0.72691 -0.11 0.07 0.15
H -0.73740 -3.70922 -1.27983 0.13 -0.03 0.21
H -1.97801 -2.55799 -1.56990 -0.04 0.04 -0.03
H -0.58520 -1.64892 -3.04660 -0.08 0.17 0.01
H 0.22675 -0.88608 -1.75621 0.01 0.15 0.00
H 2.01622 -2.63651 -1.84323 0.06 -0.15 0.09
H 0.89460 -3.67239 -2.79890 0.31 -0.20 0.33
H 1.13188 -2.41379 -4.72991 -0.10 0.11 0.16
H 1.53491 -0.93602 -3.86611 -0.18 0.09 -0.11
H 3.53805 -3.93748 -2.87704 -0.18 0.08 0.00
H 6.03637 -3.79059 -3.84033 0.05 -0.05 0.01
H 6.03892 -1.71038 -5.59475 -0.12 0.23 -0.11
H 3.53108 -0.68745 -5.58305 -0.41 0.06 0.18
H 0.09792 -4.33550 0.50940 -0.05 0.22 -0.43
H 1.67313 -3.57245 0.04762 -0.18 0.13 -0.27
H 0.86340 -4.82060 2.70371 0.02 0.41 0.11
H 3.85095 -4.05266 2.88029 0.80 1.47 -0.98
H 2.42950 -3.83244 3.56269 0.45 -0.66 -0.02
H 2.32268 -1.73022 1.14812 0.08 0.26 0.29
H 1.67016 -1.28237 -0.35469 -0.47 -0.07 -0.05
H 0.82726 1.03249 -0.74074 0.01 0.55 0.01
H 1.57125 1.24913 3.12803 0.05 0.10 -0.01
H -2.92132 -0.01243 2.18969 0.13 0.10 0.35
H -3.80068 -4.15427 3.03798 0.25 -0.14 0.01
H -5.77771 -1.86328 2.90678 -0.13 0.23 0.03
H 0.42508 4.15684 -0.51408 0.00 -0.10 -0.03
H 2.87581 4.11141 -0.00607 0.09 -0.09 0.06
H 3.64483 3.99222 2.40152 -0.03 -0.09 -0.06
H 1.93555 3.86396 4.25021 0.22 -0.01 -0.03
H -0.46430 3.90054 3.71907 -0.05 0.03 -0.02
O -1.41663 3.38344 -2.10547 0.36 0.20 0.63
C -0.48101 2.93388 -3.00371 -0.51 -0.37 -0.29
C -0.88739 1.60222 -3.69437 0.19 -0.14 0.28
O 0.02143 1.08326 -4.56265 0.24 -0.57 -0.04
H 0.52481 2.72389 -2.57343 0.31 -0.08 0.33
H -0.24217 3.63946 -3.83426 -0.14 0.16 0.02
H -1.89924 1.80286 -4.13394 0.01 0.07 -0.13
H -1.14549 0.92115 -2.82811 0.38 0.27 -0.38